1.
DFT (ωB97M-V/def2-TZVPD) results for a molecular structure, C20H60O10 at a distorted geometry.

The geometry in XYZ format:
```
90
Properties=species:S:1:pos:R:3:forces:R:3
C -2.12176 2.13887 0.53801 -0.33 1.65 0.13
C -2.63653 0.95078 -0.25678 0.55 2.09 0.48
O -2.06200 -0.10757 0.42724 -4.00 3.01 -3.21
H -2.22801 2.01820 1.61610 -0.45 -0.40 -0.14
H -2.70536 3.02779 0.29864 0.09 0.12 -0.11
H -1.07705 2.43903 0.45671 -0.39 -0.40 -0.52
H -2.32289 0.91260 -1.29998 -0.07 0.31 0.00
H -3.72348 1.02445 -0.22162 0.16 -0.31 -0.34
H -2.04377 -0.86689 -0.15987 0.46 -1.05 -1.70
C 3.52952 1.19139 0.75508 1.24 0.56 -1.55
C 4.70691 2.13297 0.44044 -0.30 0.47 1.80
O 4.50643 3.26871 1.33094 0.45 -0.43 -0.62
H 3.38076 0.83936 1.77588 0.31 0.50 -0.01
H 3.64839 0.32868 0.09956 0.08 -0.14 0.63
H 2.66134 1.72093 0.36270 0.08 0.18 0.67
H 4.73340 2.51686 -0.57938 -0.16 -0.42 0.30
H 5.69488 1.70034 0.59807 0.02 -0.28 0.34
H 5.18181 3.90194 1.07700 0.02 0.30 0.24
C -0.85067 -2.85137 0.74577 1.16 -0.99 -1.84
C -1.69381 -3.71060 -0.23469 -2.10 -2.65 2.74
O -1.33212 -3.79310 -1.60253 2.57 -1.17 -0.96
H -1.25462 -2.54638 1.71113 -0.53 -0.96 -0.33
H -0.60052 -1.89439 0.28781 0.12 -1.07 0.46
H 0.09423 -3.37522 0.89017 0.12 0.04 0.33
H -2.71484 -3.33120 -0.27529 -0.29 -0.17 0.76
H -1.72798 -4.75231 0.08436 -0.14 0.12 0.62
H -1.87154 -4.40287 -2.11128 -0.28 -0.01 0.40
C 0.01534 2.49440 -1.90449 -0.26 0.11 -0.89
C -0.15273 4.02639 -1.87986 0.42 -1.35 0.12
O -0.83359 4.37643 -0.71326 -0.19 1.14 0.62
H -0.16435 1.90179 -1.00748 0.21 0.93 0.20
H 1.01951 2.22553 -2.23232 -0.87 0.22 -0.46
H -0.77753 2.15231 -2.56964 0.38 -0.47 -0.41
H -0.75109 4.28841 -2.75244 0.09 0.36 -0.03
H 0.83182 4.48803 -1.95488 -0.04 0.28 0.03
H -0.29686 4.98328 -0.19823 -0.09 0.07 0.01
C 2.19870 -2.67198 -1.43605 -0.82 -0.94 -0.26
C 1.85175 -3.08551 -2.87709 0.91 1.09 0.48
O 3.04452 -3.47877 -3.53509 -0.12 -0.75 -0.43
H 2.59041 -3.57991 -0.97744 0.11 0.10 0.32
H 1.27532 -2.39290 -0.92852 0.39 -0.52 -0.02
H 2.91811 -1.86636 -1.28934 0.00 -0.05 -0.49
H 1.30831 -2.31233 -3.42020 1.82 -0.45 0.28
H 1.11575 -3.88904 -2.84942 0.55 -0.62 0.05
H 3.58759 -2.70545 -3.70436 -0.17 0.20 0.07
C -0.36429 -0.19311 4.59766 0.05 0.17 2.03
C -1.52967 -0.29366 5.58103 0.63 -1.40 -1.10
O -2.18746 0.91119 5.45475 -1.09 1.36 0.39
H 0.22237 -1.10180 4.73253 0.19 -0.07 -0.63
H 0.23384 0.64800 4.94820 0.27 0.10 -0.24
H -0.73880 -0.02809 3.58740 0.21 -0.36 0.64
H -1.32158 -0.57790 6.61254 0.67 0.45 0.22
H -2.10295 -1.15275 5.23258 -0.75 -0.07 -0.21
H -2.77509 1.05913 6.19934 -0.11 -0.02 -0.02
C -0.48921 -1.51866 -3.34639 0.11 -0.64 -0.61
C -0.66528 -1.04004 -1.95099 0.90 2.31 -1.93
O -1.76839 -1.54957 -1.32486 -1.45 0.75 -1.12
H -1.38114 -1.33004 -3.94387 0.07 -0.10 -0.10
H -0.16772 -2.56014 -3.33806 -1.63 0.11 -0.27
H 0.41648 -1.07269 -3.75741 -0.79 0.72 -0.27
H -0.83260 0.03508 -2.01581 -0.24 0.17 -0.34
H 0.25192 -0.98838 -1.36431 -0.66 -1.71 -1.32
H -1.57321 -2.48168 -1.20372 -0.46 1.01 -1.58
C 3.38147 2.07505 -2.59575 -1.20 -0.69 0.48
C 2.62294 0.80231 -2.08555 1.66 -0.38 -1.38
O 2.23811 -0.03701 -3.19810 0.26 0.31 0.61
H 4.20206 1.89696 -3.29074 -0.01 -0.45 0.20
H 3.74301 2.65337 -1.74550 -0.41 0.11 -0.57
H 2.63345 2.65130 -3.14028 0.14 0.37 -0.08
H 1.80061 0.96216 -1.38816 0.36 0.71 -1.59
H 3.24764 0.15595 -1.46905 0.36 0.06 -0.79
H 1.79634 0.48449 -3.87225 -0.06 0.31 0.01
C -3.96048 0.37432 2.82963 1.06 0.00 -0.22
C -4.36923 -0.50203 1.68373 -1.83 -0.33 0.70
O -3.57495 -1.62411 1.54541 0.36 -1.80 0.12
H -4.56483 1.28134 2.84331 0.04 0.00 0.38
H -2.91933 0.62759 2.62966 -0.14 0.40 0.34
H -3.89416 -0.15983 3.77746 -0.57 0.09 0.01
H -4.42986 0.07655 0.76196 -0.47 -0.43 0.42
H -5.33829 -0.94783 1.90798 -0.47 0.39 -0.21
H -2.78233 -1.33273 1.08886 -0.73 -0.45 0.71
C 0.86720 -0.04531 0.20953 -0.55 1.11 -0.11
C 0.34019 0.31974 1.57846 1.45 -0.88 -0.14
O -0.65574 -0.58682 1.81368 3.13 -1.55 4.95
H 1.72990 0.52768 -0.13032 -1.25 -0.99 1.00
H 0.02342 0.04703 -0.47430 0.72 1.59 1.08
H 1.02391 -1.10687 0.01813 0.86 0.36 1.56
H 0.00680 1.34739 1.72300 0.26 0.20 -0.33
H 1.15298 0.14183 2.28260 0.00 0.16 0.48
H -1.49974 -0.28271 1.47194 0.40 0.75 1.04
```
Positions in Å, forces in eV/Å.

Computed properties:
multiplicity	1
max |F|	6.06	eV/Å
relative energy (zero: lowest compared OMol25 entry of this formula, charge and spin)	1166.2	kJ/mol
LUMO	0.423	eV
E	-1549.892068	Eh

***

2.
DFT (ωB97M-V/def2-TZVPD) results for 2 unconnected molecules or ions with the total composition C4H11N3O at a distorted geometry.

The geometry in XYZ format:
```
19
Properties=species:S:1:pos:R:3:forces:R:3
C 0.51675 -0.09563 1.16573 0.06 -0.10 0.04
C 1.06778 1.61907 -0.53465 0.41 -0.30 -0.21
N 0.13407 0.67152 0.01497 -0.15 -0.83 -0.26
C 0.36569 -0.82060 -0.13044 0.50 1.35 0.36
N 1.50788 -1.37317 -0.77350 0.19 0.02 0.11
N -1.98949 -1.16543 0.04486 0.09 -0.16 0.04
C -0.86640 -1.58799 -0.35975 -0.78 -0.12 -0.32
O -2.28046 1.43969 1.13481 -0.63 -0.91 -0.10
H -1.67727 1.89471 0.53782 -0.06 -0.38 0.06
H 2.37619 -0.97655 -0.43886 -0.08 -0.10 -0.05
H 1.46342 -1.28056 -1.77881 0.04 0.04 -0.10
H -2.30512 0.48885 0.79105 0.31 1.58 0.36
H -2.78498 -1.76019 -0.16972 0.24 -0.21 -0.13
H -0.25541 -0.21225 1.91332 -0.05 -0.01 0.11
H 1.52726 0.01931 1.55256 0.07 0.00 -0.05
H -0.71131 -2.51327 -0.92525 -0.17 -0.05 0.12
H 2.12264 1.32608 -0.42558 0.00 0.03 -0.03
H 0.93617 2.57034 -0.02311 -0.03 0.07 0.02
H 0.85259 1.75607 -1.59547 0.05 0.08 0.03
```
Positions in Å, forces in eV/Å.

Computed properties:
multiplicity	1
max |F|	1.65	eV/Å
relative energy (zero: lowest compared OMol25 entry of this formula, charge and spin)	258.9	kJ/mol
LUMO	0.778	eV
E	-398.455538	Eh